P) Here is a 26-piece molecular cluster, H52O26 overall from the OMol25 dataset. Energies are from the ωB97M-V functional and the def2-TZVPD basis.

For the HOMO energy, the calculation gives -10.292 eV.

XYZ file:
```
78
H52O26 | the OMol25 dataset | the ωB97M-V functional and the def2-TZVPD basis
O 5.61485 -2.53114 0.50772
H 5.21723 -2.67522 1.36642
H 6.34825 -3.14547 0.47673
O -2.10821 1.03634 -4.84666
H -1.56674 1.03995 -5.63598
H -1.55192 0.64042 -4.17583
O 3.60258 -1.65240 -4.28437
H 4.15990 -2.18260 -3.71470
H 3.38452 -0.88307 -3.75825
O -1.73476 0.67263 1.42459
H -2.33383 0.31078 0.77160
H -2.29799 0.91140 2.16079
O 5.38279 0.38189 1.26316
H 5.38297 0.34080 2.21947
H 5.76368 -0.45174 0.98706
O -0.56664 -0.27381 5.37614
H -0.17068 0.37797 4.79766
H -1.34067 0.16128 5.73364
O -2.62016 3.90803 -0.40749
H -2.74064 3.84372 0.53992
H -3.39283 4.38129 -0.71609
O -0.46424 -2.44228 3.26174
H -0.28489 -1.95559 2.45726
H -0.45210 -1.77866 3.95146
O -3.21056 1.36267 3.51690
H -3.89861 0.69723 3.51224
H -3.12117 1.60901 4.43753
O -4.52038 -0.97574 2.27755
H -5.43444 -0.78203 2.06972
H -4.10876 -1.13131 1.42749
O 0.82864 1.32110 3.73304
H 1.60106 1.29998 4.29796
H 1.18125 1.40991 2.84760
O -1.84653 -4.24561 1.33135
H -1.13659 -4.86060 1.51573
H -1.54538 -3.41442 1.69831
O -0.49179 -1.07312 -3.03214
H 0.33572 -1.42273 -3.36265
H -0.34883 -0.96679 -2.09167
O -3.63661 3.67476 1.97320
H -3.42558 2.93782 2.54645
H -4.54772 3.52792 1.71911
O -1.14374 -3.88063 -1.38948
H -0.34544 -3.36927 -1.25728
H -1.43264 -4.10735 -0.50553
O 0.35202 2.69157 1.15982
H -0.57162 2.44080 1.14450
H 0.40591 3.44507 0.57196
O 4.25976 -3.39310 -1.52627
H 4.94615 -3.50003 -2.18480
H 4.73131 -3.18455 -0.71980
O -0.89473 2.06546 -1.95563
H -1.62555 2.50414 -1.52010
H -0.76674 1.25905 -1.45607
O 2.15366 0.82632 -2.64727
H 1.21082 0.80367 -2.48362
H 2.23880 1.24883 -3.50195
O 0.10440 4.54705 -1.70051
H -0.25458 3.66594 -1.59563
H -0.32234 4.88806 -2.48654
O -3.47542 -0.46998 -0.22552
H -4.36125 -0.13466 -0.36374
H -3.20153 -0.78634 -1.08640
O 4.82503 0.38024 -1.65591
H 4.93106 0.37345 -0.70463
H 3.88956 0.23193 -1.79418
O 1.63711 -2.80200 -2.22380
H 2.54679 -3.09981 -2.22804
H 1.32220 -2.97997 -3.11003
O 0.26811 -0.04373 -0.39147
H 1.18944 -0.26007 -0.24808
H 0.01217 0.44609 0.39007
O -2.25195 -2.35297 -4.69039
H -1.67513 -2.15985 -3.95132
H -2.07657 -3.27071 -4.89828
O -0.27475 4.03534 3.71404
H -0.03685 3.54612 2.92645
H -0.21764 3.39335 4.42173
```

=====

Q) Here is a 26-piece molecular cluster, H52O26 overall from the OMol25 dataset. Energies are from the ωB97M-V functional and the def2-TZVPD basis.

For the HOMO energy, the calculation gives -9.799 eV.

XYZ file:
```
78
H52O26 | the OMol25 dataset | the ωB97M-V functional and the def2-TZVPD basis
O 12.41084 -20.19045 -4.46553
H 12.03051 -19.99626 -3.60887
H 13.10199 -19.53732 -4.57489
O 7.91356 -14.72952 -1.85977
H 6.99470 -14.77492 -1.59549
H 7.98669 -13.90031 -2.33233
O 8.63707 -19.98512 0.15079
H 8.79937 -19.51151 0.96663
H 8.91929 -19.38213 -0.53696
O 8.32463 -12.27371 -3.46948
H 9.03025 -12.15693 -2.83332
H 7.73192 -11.53966 -3.30788
O 13.57186 -16.77147 -2.28378
H 14.30395 -17.36095 -2.46490
H 13.01440 -17.26014 -1.67825
O 11.32004 -19.45709 -1.98506
H 10.71130 -18.73236 -1.84210
H 11.40655 -19.87080 -1.12623
O 9.72916 -11.78601 -6.94408
H 9.66814 -11.02062 -6.37252
H 10.61839 -12.11443 -6.81126
O 4.41810 -17.06420 -0.95453
H 4.86928 -17.47859 -1.69003
H 3.88732 -17.76380 -0.57365
O 7.65446 -13.49347 -7.15164
H 7.18822 -12.71922 -7.46689
H 8.56913 -13.21681 -7.09621
O 9.72074 -15.11900 0.08351
H 9.03049 -14.99390 -0.56775
H 10.30740 -14.37318 -0.04228
O 9.62838 -17.66398 -0.86087
H 9.36988 -17.09946 -0.13236
H 9.49653 -17.12487 -1.64074
O 5.93798 -16.40233 -4.04642
H 6.70625 -16.30965 -4.60980
H 5.65265 -15.50393 -3.87996
O 8.92719 -19.90141 -4.03809
H 9.71770 -19.39154 -3.86100
H 8.92657 -20.02112 -4.98778
O 10.16441 -16.53018 -8.39025
H 10.78923 -16.79432 -7.71493
H 10.26151 -15.57970 -8.44846
O 12.24297 -13.55614 -6.62279
H 12.11469 -14.27233 -6.00082
H 12.78821 -13.93287 -7.31347
O 7.92034 -15.92359 -5.65595
H 8.44129 -16.38933 -6.31011
H 7.72436 -15.07924 -6.06202
O 4.78012 -13.64924 -6.79338
H 5.60819 -14.06793 -6.55836
H 5.02912 -12.94235 -7.38881
O 5.80894 -13.63928 -3.94218
H 6.62566 -13.14392 -3.88040
H 5.19930 -13.16878 -3.37368
O 14.09386 -14.68136 -0.28903
H 14.56662 -13.98611 -0.74659
H 13.68494 -15.19307 -0.98701
O 3.93555 -17.29353 -5.77216
H 3.96637 -18.24796 -5.70618
H 4.59791 -16.98860 -5.15207
O 12.18622 -16.94308 -6.51099
H 12.84719 -17.59099 -6.26698
H 12.17406 -16.32554 -5.77974
O 10.92928 -19.66289 -6.77505
H 11.39444 -18.95449 -7.22004
H 11.49399 -19.89487 -6.03781
O 5.82352 -18.78232 -2.83337
H 6.09746 -18.05202 -3.38821
H 6.63769 -19.23493 -2.61312
O 9.52599 -16.67998 -3.42956
H 8.64928 -16.30507 -3.34549
H 10.01517 -16.03442 -3.93964
O 12.35549 -15.34087 -4.24738
H 12.70298 -15.94311 -3.58950
H 12.65848 -14.47751 -3.96625
O 14.13780 -13.42590 -3.18599
H 14.53079 -12.61872 -2.85398
H 14.87902 -13.93904 -3.50772
```

=====

Energies in kJ/mol, measured from the most stable structure: P) 10.2; Q) 0.0.

=====

P) Here is an isolated ion of composition C5H8FN2 and charge +1 from the OMol25 dataset. Energies are from the ωB97M-V functional and the def2-TZVPD basis.

As for the structure (SMILES): FCC[n+]1cc[nH]c1. For the HOMO energy, the calculation gives -14.480 eV. The total charge is +1.

XYZ file:
```
16
C5H8FN2 | the OMol25 dataset | the ωB97M-V functional and the def2-TZVPD basis
F 2.36899 -1.44161 0.01856
C 2.37376 -0.17115 0.38803
C 1.18229 0.50546 -0.29726
N -0.42354 -0.01143 -0.03061
C -0.78300 -1.30077 -0.16490
C -2.08708 -1.28306 0.03159
N -2.58420 0.02680 0.18998
C -1.47186 0.79735 0.13581
H 3.27525 0.48315 0.00069
H 2.39527 -0.19348 1.54169
H 1.16479 1.49336 -0.02490
H 1.02850 0.53175 -1.39326
H -0.15055 -2.11367 -0.26584
H -2.84559 -2.07698 -0.10815
H -3.56667 0.22768 0.53208
H -1.51869 1.86282 0.08499
```

=====

Q) Here is a 2-piece molecular cluster, C5H8FN2 overall from the OMol25 dataset. Energies are from the ωB97M-V functional and the def2-TZVPD basis.

For the HOMO energy, the calculation gives -14.755 eV. The total charge is +1.

XYZ file:
```
16
C5H8FN2 | the OMol25 dataset | the ωB97M-V functional and the def2-TZVPD basis
C 0.55903 -0.67102 0.05038
C 0.93653 0.64682 0.01084
C -1.20088 0.49645 0.01481
C 2.26196 1.29169 -0.01322
C -1.62172 -1.93919 0.03434
N -0.81934 -0.74521 0.03312
N -0.23657 1.37895 -0.02356
F -3.05590 1.07789 -0.16703
H 1.17188 -1.54955 0.08903
H 2.19318 2.34067 0.26317
H 2.94069 0.78957 0.67188
H 2.69597 1.23227 -1.01281
H -2.27472 -1.95288 -0.83962
H -0.96854 -2.80865 0.01533
H -2.25031 -1.97478 0.92501
H -0.33127 2.38699 -0.05167
```

=====

Energies in kJ/mol, measured from the most stable structure: P) 0.0; Q) 190.1.

=====

P) Here is C2BrClI2O as an isolated structure from the OMol25 dataset. Energies are from the ωB97M-V functional and the def2-TZVPD basis.

For the HOMO energy, the calculation gives -8.778 eV.

XYZ file:
```
7
C2BrClI2O | the OMol25 dataset | the ωB97M-V functional and the def2-TZVPD basis
C -0.58293 1.33717 -0.72599
C 0.36542 -2.11431 0.91001
O 0.31154 1.30451 -1.45722
Cl -0.50914 1.75619 0.98993
Br -2.36458 1.15640 -1.48921
I 1.50162 -2.18085 -0.79776
I 1.27806 -1.25912 2.57023
```

=====

Q) Here is C2BrClI2O as an isolated structure from the OMol25 dataset. Energies are from the ωB97M-V functional and the def2-TZVPD basis.

For the HOMO energy, the calculation gives -9.849 eV.

XYZ file:
```
7
C2BrClI2O | the OMol25 dataset | the ωB97M-V functional and the def2-TZVPD basis
C -0.74628 -0.14919 -0.68205
C 0.38674 0.07522 0.48709
O -1.51182 0.72158 -0.99500
Cl -0.81814 -1.73146 -1.32803
Br -0.53238 1.30906 1.85207
I 1.22776 -1.62736 1.26517
I 1.99412 1.40215 -0.59926
```

=====

Energies in kJ/mol, measured from the most stable structure: P) 232.5; Q) 0.0.

=====

P) Here is a 2-piece molecular cluster, C5H14NO2 overall from the OMol25 dataset. Energies are from the ωB97M-V functional and the def2-TZVPD basis.

For the HOMO energy, the calculation gives -14.590 eV. The total charge is +1.

XYZ file:
```
22
C5H14NO2 | the OMol25 dataset | the ωB97M-V functional and the def2-TZVPD basis
C 0.91890 -1.13463 1.67881
O 1.88807 -0.22944 1.04826
C 0.13049 -1.77234 0.51280
C -1.21903 -1.13179 0.18973
C -1.19533 0.20772 -0.51210
C -0.16886 2.29925 0.19713
N -0.11990 1.05554 0.02859
H 1.35952 -1.93006 2.27713
H 0.39055 -0.49022 2.38546
H 2.75065 -0.46062 1.41036
H 0.04801 -2.80722 0.84169
H 0.82079 -1.72820 -0.32966
H -1.86297 -1.88277 -0.26520
H -1.75395 -1.04438 1.14285
H -0.92973 0.13919 -1.58322
H -2.13112 0.73178 -0.34918
H 0.63599 2.85300 0.66090
H -1.12968 2.79140 0.09480
H 0.80555 0.60549 0.12202
H -0.13820 1.24910 -3.81629
H 0.92290 1.44908 -2.88239
O -0.02268 1.23011 -2.85251
```

=====

Q) Here is a 2-piece molecular cluster, C5H14NO2 overall from the OMol25 dataset. Energies are from the ωB97M-V functional and the def2-TZVPD basis.

For the HOMO energy, the calculation gives -14.404 eV. The total charge is +1.

XYZ file:
```
22
C5H14NO2 | the OMol25 dataset | the ωB97M-V functional and the def2-TZVPD basis
O -1.13045 2.20495 -1.34585
C -0.77731 1.22052 -0.75057
C 0.74212 0.98519 -0.59003
C 1.09883 0.13852 0.63289
C 0.24520 -1.15338 0.68243
C 0.40671 -2.06981 -0.52244
N 1.30395 2.37824 -0.45484
H -1.50127 0.49819 -0.34983
H 1.17975 0.50802 -1.45671
H 0.87386 0.66184 1.57255
H 2.15846 -0.13101 0.64014
H 0.72946 -1.68005 1.51395
H -0.73889 -0.94498 1.07482
H 1.47010 -2.16189 -0.75333
H -0.16221 -1.80724 -1.41262
H 0.11135 -3.07488 -0.23803
H 2.30421 2.35795 -0.23795
H 1.18900 2.90141 -1.32486
H 0.83616 2.86288 0.31461
H -3.19553 -1.18375 1.74558
H -3.98886 -1.44442 0.47997
O -3.15463 -1.06627 0.78013
```

=====

Energies in kJ/mol, measured from the most stable structure: P) 42.8; Q) 0.0.

=====

P) Here is a 4-piece molecular cluster, CH10O3S overall from the OMol25 dataset. Energies are from the ωB97M-V functional and the def2-TZVPD basis.

As for the structure (SMILES): CS.O.O.O. For the HOMO energy, the calculation gives -9.083 eV.

XYZ file:
```
15
CH10O3S | the OMol25 dataset | the ωB97M-V functional and the def2-TZVPD basis
C -1.12007 1.84925 0.31691
S 0.06654 2.89475 1.16073
H -0.76894 1.44133 -0.62514
H -1.45797 1.01089 0.93378
H -2.04360 2.40349 0.14003
H 1.15371 2.53609 0.50121
O -0.69307 -2.47091 0.15133
H -0.60288 -3.08640 -0.58029
H -1.45496 -2.81774 0.63066
O 1.33067 -0.90224 1.57885
H 1.86347 -0.20140 1.20669
H 0.60455 -1.08177 0.97107
O 1.26161 -0.32466 -2.34704
H 0.53515 0.02131 -1.83237
H 1.32580 -1.27197 -2.20641
```

=====

Q) Here is a 4-piece molecular cluster, CH10O3S overall from the OMol25 dataset. Energies are from the ωB97M-V functional and the def2-TZVPD basis.

As for the structure (SMILES): CS.O.O.O. For the HOMO energy, the calculation gives -8.914 eV.

XYZ file:
```
15
CH10O3S | the OMol25 dataset | the ωB97M-V functional and the def2-TZVPD basis
C -1.54566 0.85906 0.26890
S -2.44407 -0.71507 0.09671
H -1.11107 1.11582 -0.69747
H -2.33826 1.61606 0.31138
H -0.94124 0.98210 1.14787
H -1.55845 -1.57889 0.60553
O 2.06053 1.53103 0.21301
H 1.66842 1.93923 0.97068
H 1.41462 0.85258 -0.02441
O 0.63186 -0.61804 1.17468
H 1.52327 -0.69353 1.51888
H 0.62763 -1.00958 0.29011
O 0.67957 -1.45159 -1.58641
H 0.14691 -0.83875 -2.09952
H 1.18596 -1.99044 -2.18993
```

=====

Energies in kJ/mol, measured from the most stable structure: P) 6.1; Q) 0.0.

=====

P) Here is C3H3N2OP in the gas phase from the OMol25 dataset. Energies are from the ωB97M-V functional and the def2-TZVPD basis.

For the HOMO energy, the calculation gives -8.824 eV.

XYZ file:
```
10
C3H3N2OP | the OMol25 dataset | the ωB97M-V functional and the def2-TZVPD basis
C 0.88240 0.68707 0.01129
C -1.14146 -0.78789 -0.76527
C 0.13465 0.11665 0.97649
N 0.68128 0.56106 -1.29202
N -0.37261 -0.22223 -1.61206
O 0.78522 0.35054 3.41019
P -0.26774 -0.31583 2.62816
H 1.72422 1.32061 0.26574
H -1.97665 -1.41344 -0.99073
H -0.44931 -0.29653 -2.63180
```

=====

Q) Here is a 2-piece molecular cluster, C3H3N2OP overall from the OMol25 dataset. Energies are from the ωB97M-V functional and the def2-TZVPD basis.

As for the structure (SMILES): N#CP=C=N.C=O. For the HOMO energy, the calculation gives -8.357 eV.

XYZ file:
```
10
C3H3N2OP | the OMol25 dataset | the ωB97M-V functional and the def2-TZVPD basis
N 2.07921 -1.09330 -1.38429
C 2.54254 -0.50895 -0.50281
P 3.22281 0.03484 1.04356
C 2.48319 1.46511 0.59266
N 2.04778 2.55135 0.37998
H 1.15417 3.14940 0.48576
C -0.08351 -1.49287 0.52132
O 0.53159 -0.57590 1.01580
H 0.28511 -1.72442 -0.55814
H -1.04048 -1.73896 1.07770
```

=====

Energies in kJ/mol, measured from the most stable structure: P) 123.4; Q) 0.0.